(1)
26
Properties=species:S:1:pos:R:3:forces:R:3:nbo_charge:R:1 method="wB97M-V/def2-TZVPD" smiles="CNC(=O)O/N=C/C(C)(C)SC" homo_lumo_gap_ev=9.51 homo_ev=-8.74 e_above_lowest_kj_mol=265.3
C 4.429 -0.829 -0.443 -0.207 -1.133 -0.518 -0.444
C 2.470 0.784 0.003 -0.863 2.030 -0.462 0.872
C -0.452 -0.525 -0.286 -0.665 -0.310 -0.263 0.075
C -1.905 -0.556 0.000 -0.613 1.405 -0.832 -0.168
C -2.192 -0.401 1.449 -0.364 -1.128 2.031 -0.636
C -2.736 -1.664 -0.696 0.479 -1.802 1.019 -0.625
C -1.857 2.345 -0.026 0.728 -0.222 1.755 -0.779
H 4.724 -1.002 -1.667 -0.828 -0.311 3.764 0.212
H 5.444 -0.911 0.242 -2.694 0.574 -1.766 0.213
H 3.576 -1.517 0.066 2.481 0.842 -1.798 0.240
H 4.306 1.308 -0.321 -0.161 -0.517 -0.380 0.401
H -0.260 -0.847 -1.297 0.923 -0.105 -0.207 0.200
H -1.927 0.546 1.929 0.532 -0.246 -0.460 0.237
H -3.269 -0.450 1.616 -0.078 -0.352 -0.007 0.218
H -1.676 -1.240 2.042 -0.791 1.168 -0.786 0.224
H -3.804 -1.434 -0.508 0.595 -0.051 -0.414 0.236
H -2.571 -2.704 -0.169 -0.037 1.894 -1.092 0.220
H -2.519 -1.762 -1.797 -0.246 0.155 1.153 0.230
H -0.750 2.198 -0.018 -0.702 0.417 0.231 0.252
H -2.228 2.392 1.087 0.508 0.011 -2.309 0.216
H -2.081 3.276 -0.563 -0.085 -0.354 0.207 0.242
N 3.733 0.471 -0.452 1.016 1.491 1.188 -0.650
N 0.377 -0.078 0.565 0.148 -0.249 -0.327 -0.118
O 2.002 1.904 0.184 1.510 -0.767 -0.022 -0.645
O 1.685 -0.267 0.032 -0.359 -2.250 -0.094 -0.413
S -2.520 0.962 -0.972 -0.227 -0.190 0.390 0.191

***

(2)
7
Properties=species:S:1:pos:R:3:forces:R:3:nbo_charge:R:1 method="wB97M-V/def2-TZVPD" homo_lumo_gap_ev="6.38 / 6.38" homo_ev="-2.53 / -2.53" e_above_lowest_kj_mol=170.9 total_charge=-1
C 0.553 1.131 0.302 -2.640 -1.157 0.321 0.341
C -0.447 -0.873 -0.051 -0.058 3.183 2.404 -0.176
O 0.003 1.934 1.013 0.438 -1.023 -0.261 -0.634
F -1.494 -0.612 -0.951 0.400 -0.662 0.495 -0.407
S 1.739 1.047 -0.798 1.597 0.247 -0.845 -0.380
H -0.752 -1.283 0.943 -0.440 0.141 -1.050 0.117
H 0.398 -1.343 -0.458 0.703 -0.729 -1.064 0.138

***

(3)
74
Properties=species:S:1:pos:R:3:forces:R:3:mulliken_charge:R:1 method="wB97M-V/def2-TZVPD" homo_lumo_gap_ev=7.34 homo_ev=-14.04 e_above_lowest_kj_mol=25.0 total_charge=+2
Pt -0.092 -0.772 0.881 -0.704 -0.863 0.125 0.713
C -3.069 1.714 2.920 -0.033 0.037 -0.020 -0.524
O -2.359 0.810 3.834 -0.069 -0.114 0.001 -0.433
C -1.586 0.073 3.086 0.070 -0.082 -0.028 0.154
N -1.623 0.231 1.805 0.535 0.417 0.196 -0.213
C -2.623 1.276 1.499 -0.173 -0.112 -0.013 -0.545
C -2.157 2.433 0.651 -0.002 -0.026 -0.100 -0.095
C -0.825 2.673 0.348 0.056 0.031 0.127 0.929
C -0.474 3.773 -0.425 0.004 0.019 0.003 -0.698
C -1.449 4.640 -0.894 -0.010 -0.013 0.000 -0.620
C -2.784 4.408 -0.584 0.012 0.012 0.008 -0.727
C -3.135 3.309 0.183 -0.004 -0.032 -0.055 -0.566
C -0.687 -0.949 3.669 -0.105 0.021 -0.091 0.346
C -0.586 -1.376 4.980 0.012 0.013 -0.029 -0.472
C 0.305 -2.409 5.262 -0.015 0.002 -0.053 -0.596
C 1.066 -2.986 4.248 -0.093 -0.054 -0.013 -0.506
C 0.910 -2.496 2.965 0.048 -0.028 -0.118 0.586
N 0.058 -1.506 2.709 0.170 0.379 0.095 0.076
C 1.573 -2.914 1.712 0.145 0.192 0.140 0.128
N 1.431 -2.191 0.655 -0.595 -0.116 -0.238 0.146
C 2.157 -2.851 -0.448 0.118 0.013 -0.035 -0.449
C 2.687 -4.139 0.237 0.021 -0.004 -0.028 -0.620
O 2.293 -4.001 1.648 0.067 0.072 0.022 -0.445
C 1.314 -3.147 -1.662 -0.021 0.049 -0.005 0.498
C -0.058 -3.354 -1.577 0.003 -0.169 0.034 -0.120
C -0.778 -3.721 -2.706 0.010 -0.027 0.015 -0.743
C -0.131 -3.887 -3.922 0.029 -0.014 0.010 -0.697
C 1.238 -3.676 -4.012 -0.020 -0.010 -0.008 -0.601
C 1.958 -3.306 -2.885 -0.020 0.096 -0.011 -0.642
H -2.760 2.728 3.162 0.032 -0.018 0.005 0.374
H -4.132 1.591 3.104 0.015 -0.021 0.012 0.344
H -3.442 0.771 0.982 -0.037 0.050 0.007 0.607
H -0.050 2.015 0.718 -0.025 0.025 -0.014 -0.085
H 0.570 3.956 -0.650 0.006 -0.005 -0.007 0.509
H -1.174 5.498 -1.493 0.003 0.009 0.002 0.429
H -3.550 5.082 -0.940 -0.002 0.005 -0.001 0.427
H -4.180 3.132 0.414 -0.007 -0.013 -0.017 0.475
H -1.186 -0.910 5.750 -0.019 -0.036 0.013 0.605
H 0.395 -2.777 6.275 0.027 0.023 0.010 0.491
H 1.749 -3.801 4.438 0.007 0.005 0.024 0.585
H 2.979 -2.192 -0.728 0.012 -0.041 -0.029 0.471
H 3.767 -4.242 0.209 -0.007 0.027 0.028 0.340
H 2.211 -5.041 -0.140 -0.010 0.006 0.023 0.379
H -0.571 -3.263 -0.626 0.011 0.037 -0.035 0.419
H -1.843 -3.892 -2.630 -0.006 -0.010 0.001 0.476
H -0.691 -4.188 -4.798 -0.007 0.009 -0.008 0.444
H 1.747 -3.801 -4.958 0.006 -0.024 -0.001 0.435
H 3.028 -3.148 -2.959 0.005 0.016 -0.004 0.474
I 2.998 0.899 -0.966 -0.049 -0.008 -0.039 0.153
C 2.781 1.672 0.970 0.009 0.087 0.088 0.033
C 3.565 2.765 1.319 0.011 0.017 -0.024 -0.666
C 3.443 3.269 2.602 -0.027 -0.028 0.000 -0.391
C 2.557 2.659 3.479 0.004 0.005 -0.020 -0.907
C 1.819 1.587 3.018 -0.046 -0.015 0.057 0.127
N 1.911 1.092 1.780 0.305 0.105 0.046 0.099
H 4.249 3.200 0.605 0.009 0.000 0.005 0.460
H 4.031 4.123 2.910 0.020 -0.011 0.008 0.448
H 2.443 3.004 4.497 -0.015 0.023 -0.003 0.469
H 1.111 1.095 3.680 -0.009 -0.004 -0.010 0.233
C -2.389 1.448 -3.309 -0.007 0.006 0.030 -1.405
C -1.053 0.695 -3.380 0.060 0.101 -0.080 2.296
C 0.082 1.643 -3.799 -0.006 0.013 0.021 -1.422
C -1.134 -0.509 -4.328 -0.009 0.000 0.026 -1.686
C -0.748 0.205 -2.032 -0.149 -0.108 0.056 -0.220
N -0.543 -0.177 -0.974 0.477 0.060 -0.068 -0.231
H -2.642 1.795 -4.310 0.003 0.010 -0.001 0.475
H -2.318 2.314 -2.648 0.002 -0.002 0.005 0.165
H -3.192 0.800 -2.958 -0.006 -0.010 -0.013 0.367
H -0.158 2.048 -4.782 0.003 -0.005 -0.006 0.443
H 1.033 1.115 -3.867 0.007 -0.006 -0.008 0.340
H 0.185 2.471 -3.098 -0.003 -0.002 -0.002 0.209
H -1.290 -0.135 -5.339 -0.010 0.005 -0.009 0.474
H -1.966 -1.163 -4.069 0.007 -0.002 0.008 0.364
H -0.213 -1.092 -4.310 -0.018 0.034 -0.006 0.312

***

(4)
83
Properties=species:S:1:pos:R:3:forces:R:3:mulliken_charge:R:1 method="wB97M-V/def2-TZVPD" homo_lumo_gap_ev="6.75 / 6.75" homo_ev="-11.45 / -11.45" total_charge=+1
Ir -1.215 1.342 0.493 -0.108 0.054 0.088 0.789
O -1.745 -0.175 1.378 -0.034 -0.155 -0.109 -0.631
C -1.702 -1.546 0.924 -0.022 0.198 0.094 4.043
C -0.606 -1.619 -0.143 -0.013 -0.025 -0.085 -0.329
C -0.941 -0.847 -1.381 0.124 0.019 0.090 0.175
C -1.222 -1.491 -2.566 0.011 0.019 -0.062 -0.763
C -1.522 -0.747 -3.696 0.022 -0.036 0.057 -0.996
C -1.448 0.627 -3.619 0.129 0.000 -0.041 -0.749
C -1.127 1.249 -2.421 0.144 0.018 -0.042 0.705
C -0.962 2.750 -2.454 -0.081 -0.091 -0.067 -2.311
C -0.276 3.466 -1.293 0.009 -0.046 0.082 2.335
O -0.890 3.056 -0.054 0.220 0.005 -0.041 -0.400
C 1.211 3.152 -1.173 0.020 -0.011 0.016 0.272
C 1.893 2.332 -2.062 -0.008 -0.035 -0.007 0.087
C 3.257 2.111 -1.912 0.005 0.001 0.017 -1.050
C 3.947 2.697 -0.867 -0.011 0.003 -0.007 -0.452
C 3.269 3.510 0.035 0.009 0.004 -0.014 -0.886
C 1.913 3.740 -0.122 0.017 0.001 0.016 -0.410
C -0.521 4.961 -1.463 0.074 0.025 -0.071 -0.179
C 0.291 5.692 -2.323 0.012 -0.004 0.001 -0.290
C 0.046 7.038 -2.545 -0.001 0.000 0.005 -0.924
C -1.012 7.667 -1.902 -0.003 -0.008 0.001 -0.488
C -1.822 6.941 -1.043 -0.006 -0.001 0.002 -0.795
C -1.584 5.590 -0.826 -0.012 0.003 -0.004 -0.379
N -0.940 0.507 -1.310 -0.357 0.000 -0.077 0.255
C -1.380 -2.378 2.155 0.052 0.047 0.058 -0.658
C -0.155 -3.005 2.334 -0.037 -0.069 -0.035 0.157
C 0.110 -3.717 3.499 -0.011 -0.003 0.006 -0.806
C -0.846 -3.793 4.497 0.011 0.000 -0.002 -0.586
C -2.074 -3.161 4.326 0.001 0.005 -0.004 -0.858
C -2.339 -2.462 3.162 -0.015 0.003 0.013 -0.574
C -3.047 -1.923 0.312 0.007 -0.099 -0.073 -0.477
C -3.968 -0.982 -0.128 -0.032 0.009 0.035 -0.451
C -5.128 -1.385 -0.778 0.002 -0.002 0.003 -0.982
C -5.374 -2.729 -1.003 0.007 0.011 0.003 -0.518
C -4.459 -3.676 -0.561 -0.003 0.001 0.001 -0.942
C -3.307 -3.276 0.095 0.018 -0.002 -0.008 -0.389
H -0.438 -2.658 -0.426 -0.032 -0.008 0.031 0.951
H 0.320 -1.219 0.277 0.014 -0.009 -0.007 -1.065
H -1.229 -2.572 -2.581 0.003 0.008 -0.019 0.584
H -1.783 -1.234 -4.626 -0.006 -0.001 0.005 0.470
H -1.619 1.249 -4.488 0.000 -0.018 -0.007 0.561
H -1.933 3.211 -2.650 -0.051 -0.018 0.178 0.679
H -0.362 2.958 -3.342 -0.114 0.104 -0.055 0.690
H 1.385 1.849 -2.888 0.006 0.036 -0.005 0.355
H 3.774 1.475 -2.618 0.006 0.007 0.000 0.478
H 5.009 2.526 -0.752 -0.005 -0.001 0.005 0.456
H 3.803 3.976 0.852 -0.009 0.000 -0.002 0.443
H 1.394 4.398 0.565 -0.007 0.001 -0.011 0.510
H 1.133 5.213 -2.809 -0.006 0.004 0.003 0.397
H 0.687 7.598 -3.212 -0.004 -0.001 0.003 0.422
H -1.200 8.719 -2.067 0.001 -0.003 0.000 0.412
H -2.645 7.426 -0.534 0.004 0.001 -0.003 0.425
H -2.221 5.036 -0.151 0.007 -0.009 -0.002 0.383
H 0.612 -2.960 1.573 -0.007 0.012 0.011 0.284
H 1.066 -4.209 3.620 0.001 0.004 0.002 0.544
H -0.641 -4.343 5.405 -0.003 -0.003 -0.005 0.433
H -2.826 -3.220 5.102 0.004 0.002 -0.003 0.429
H -3.300 -1.979 3.030 0.011 0.008 -0.005 0.465
H -3.809 0.074 0.049 0.029 0.008 0.005 0.363
H -5.844 -0.640 -1.101 0.002 -0.008 -0.003 0.454
H -6.278 -3.041 -1.510 0.001 -0.002 0.007 0.440
H -4.648 -4.730 -0.717 0.001 0.005 -0.004 0.432
H -2.607 -4.022 0.456 -0.001 0.007 -0.003 0.479
O 3.490 -5.809 -0.419 0.003 0.014 0.020 -0.523
C 4.064 -5.307 0.768 -0.014 -0.004 -0.038 -0.439
N 3.490 -3.989 0.912 0.045 0.071 0.019 -0.031
C 3.816 -3.189 1.953 -0.022 -0.028 -0.002 0.113
O 4.576 -3.543 2.835 -0.074 -0.027 0.035 -0.649
C 3.150 -1.845 1.972 0.069 0.009 -0.017 0.259
C 2.728 -1.320 3.186 0.043 0.047 0.016 -0.168
C 2.115 -0.082 3.190 0.025 0.014 0.004 -1.428
C 1.969 0.590 1.983 -0.008 0.047 0.062 0.037
N 2.376 0.108 0.812 -0.022 -0.052 0.029 0.142
C 2.961 -1.090 0.822 -0.077 -0.026 -0.003 -0.404
H 3.876 -6.668 -0.616 0.003 -0.009 -0.002 0.310
H 5.152 -5.233 0.701 0.008 0.001 -0.003 0.304
H 3.808 -5.920 1.637 0.002 -0.004 0.010 0.291
H 2.831 -3.702 0.209 0.011 -0.034 -0.026 0.198
H 2.887 -1.881 4.098 0.010 -0.008 -0.016 0.580
H 1.761 0.368 4.108 0.013 -0.008 0.000 0.473
H 1.518 1.578 1.964 0.001 -0.004 -0.041 0.423
H 3.310 -1.461 -0.138 -0.002 0.037 -0.006 0.493

***

(5)
44
Properties=species:S:1:pos:R:3:forces:R:3:nbo_charge:R:1 method="wB97M-V/def2-TZVPD" homo_lumo_gap_ev="4.85 / 4.85" homo_ev="-14.30 / -14.30" total_charge=+2
Ru -0.342 0.114 -0.278 -0.192 1.937 -0.540 1.020
N 0.902 -0.582 3.720 0.287 -0.083 0.475 -0.736
C 0.788 -0.482 2.410 -0.035 0.080 -0.524 0.303
S -0.894 -0.276 1.805 0.241 -0.202 -0.608 0.203
N 1.812 -0.573 1.616 -0.176 0.003 0.703 -0.349
N 1.482 -0.466 0.312 0.373 -0.129 -0.934 -0.225
C 2.345 -0.830 -0.602 -0.559 0.214 0.031 0.283
C 3.684 -1.352 -0.338 0.197 0.058 0.193 -0.099
C 4.070 -2.565 -0.916 -0.093 0.062 -0.021 -0.194
C 5.330 -3.075 -0.667 0.187 -0.026 0.074 -0.202
C 6.218 -2.370 0.140 -0.099 -0.012 -0.036 -0.148
C 5.838 -1.161 0.711 0.076 -0.034 0.002 -0.201
C 4.572 -0.654 0.488 -0.111 -0.092 -0.077 -0.160
C 1.829 -0.717 -1.992 -0.107 0.056 0.372 0.167
C 2.612 -0.870 -3.115 0.066 -0.016 -0.055 -0.190
C 2.021 -0.759 -4.371 0.085 -0.028 -0.021 -0.086
C 0.666 -0.507 -4.472 -0.085 0.007 0.002 -0.216
C -0.066 -0.339 -3.310 -0.080 -0.121 0.090 0.087
N 0.503 -0.426 -2.101 -0.050 -0.240 0.293 -0.462
H 0.101 -0.551 4.324 -0.030 0.009 0.098 0.428
H 1.810 -0.773 4.119 -0.037 -0.001 0.059 0.438
H 3.379 -3.125 -1.536 0.015 0.026 0.024 0.221
H 5.621 -4.023 -1.100 0.004 0.024 0.020 0.241
H 7.207 -2.768 0.328 -0.007 0.001 -0.011 0.241
H 6.531 -0.617 1.340 -0.016 -0.020 -0.029 0.239
H 4.270 0.278 0.946 -0.005 0.007 -0.022 0.227
H 3.668 -1.074 -3.008 -0.043 0.017 -0.008 0.271
H 2.624 -0.877 -5.263 -0.013 0.000 0.025 0.260
H 0.173 -0.433 -5.432 0.012 0.022 0.045 0.265
H -1.128 -0.138 -3.331 -0.014 0.038 0.008 0.233
Cl -2.692 6.877 -1.286 -0.135 0.325 -0.039 0.147
C -1.865 5.423 -1.042 -0.118 -0.803 0.002 -0.015
C -0.498 5.433 -0.749 -0.445 0.201 -0.124 -0.196
C 0.164 4.250 -0.547 -0.474 -1.231 0.007 -0.039
Cl 1.822 4.242 -0.190 0.302 0.019 0.068 0.122
C -0.531 2.989 -0.629 -0.910 1.967 -0.098 0.309
O 0.169 1.932 -0.409 0.749 -2.553 0.291 -0.455
C -1.932 3.014 -0.941 0.746 -1.085 0.226 -0.219
C -2.710 1.790 -1.096 0.400 0.649 0.146 0.466
O -2.270 0.651 -0.945 0.345 -0.405 0.060 -0.556
C -2.567 4.208 -1.141 -0.225 1.400 -0.149 -0.148
H 0.037 6.371 -0.679 -0.022 -0.010 -0.005 0.275
H -3.757 1.904 -1.385 -0.073 -0.047 -0.033 0.196
H -3.626 4.233 -1.380 0.073 0.014 0.017 0.256

***

Table of molar mass (g/mol), in record order: 190.27; 93.10; 852.63; 813.95; 546.40
Table of strongest force on any atom (hartree/bohr), in record order: 0.075; 0.078; 0.022; 0.007; 0.052
Table of energy (hartree), in record order: -933.19993; -650.67949; -2117.54320; -2114.58275; -2552.94588